[1]
Molecular formula: C4H10N2S
Method: DFT, ωB97M-V/def2-TZVPD

```
! RIJCOSX wB97M-V def2-TZVPD def2/J DEFGRID3
* xyz 0 1
C 1.650 -2.010 -1.235
S 1.439 -0.595 -2.369
C 0.175 0.530 -1.611
N -0.218 0.103 -0.506
N -0.965 1.058 0.315
C 0.095 1.385 1.415
C -1.933 0.278 1.070
H 2.487 -1.997 -0.351
H 1.947 -2.595 -2.261
H 0.788 -2.410 -0.945
H 0.070 1.450 -2.207
H -0.193 2.350 1.990
H 0.518 0.556 2.034
H 1.027 1.724 0.666
H -2.697 -0.099 0.359
H -1.564 -0.496 1.877
H -2.627 0.768 1.757
*
```

Output
HOMO-LUMO gap in eV: 9.63
Max |F| in eV/A: 6.27
SMILES string: CS/C=N/N(C)C


[2]
Molecular formula: C11H12BiN2O6
Method: DFT, ωB97M-V/def2-TZVPD

```
! RIJCOSX wB97M-V def2-TZVPD def2/J DEFGRID3
* xyz 3 1
O -0.150 3.595 -4.098
C -0.149 2.516 -3.722
Bi -0.146 0.216 -2.856
O -0.150 -1.449 -5.860
C -0.152 -0.878 -4.860
C -0.119 -2.199 -2.046
O -0.106 -3.304 -1.738
C -2.341 -0.104 -2.726
O -3.468 -0.317 -2.697
C 2.043 -0.103 -2.726
O 3.169 -0.316 -2.695
C -0.132 2.619 1.066
N 0.278 1.307 1.518
C 0.959 1.060 2.745
C 0.451 -0.236 3.305
C 0.705 -1.331 2.313
N 0.017 -1.009 1.084
C -1.034 -1.948 0.689
C 0.020 0.298 0.678
O -0.258 0.708 -0.506
H 0.108 3.319 1.861
H -1.223 2.663 0.906
H 0.340 2.971 0.138
H 2.032 0.950 2.527
H 0.772 1.924 3.369
H -0.617 -0.175 3.530
H 0.960 -0.449 4.234
H 0.346 -2.298 2.661
H 1.781 -1.400 2.103
H -0.591 -2.930 0.475
H -1.752 -2.087 1.523
H -1.592 -1.612 -0.195
*
```

Output
HOMO-LUMO gap in eV: 4.85
Max |F| in eV/A: 9.93


[3]
Molecular formula: C4H5NO
Method: DFT, ωB97M-V/def2-TZVPD

```
! RIJCOSX wB97M-V def2-TZVPD def2/J DEFGRID3
* xyz 0 1
C -0.069 0.548 -2.779
C 0.086 0.531 -1.584
C 0.273 0.555 -0.106
C -0.544 -0.597 0.426
N -0.376 -1.166 1.561
O 0.584 -0.536 2.393
H -0.146 0.697 -3.822
H 1.270 0.473 0.353
H -0.139 1.372 0.578
H -1.401 -0.864 -0.223
H 0.462 -1.014 3.203
*
```

Output
HOMO-LUMO gap in eV: 10.83
Max |F| in eV/A: 1.85
SMILES string: C#CC/C=N\O


[4]
Molecular formula: C15H31NO2P2Pb
Method: DFT, ωB97M-V/def2-TZVPD

```
! RIJCOSX wB97M-V def2-TZVPD def2/J DEFGRID3
* xyz 2 1
P -6.222 0.034 -2.431
P -4.428 -0.006 -4.999
C -7.064 0.401 -4.072
C -6.282 -0.193 -5.248
H -7.137 1.498 -4.154
H -8.082 -0.017 -4.026
H -6.483 -1.272 -5.358
H -6.547 0.312 -6.191
C -4.214 1.572 -5.929
H -3.139 1.736 -6.087
H -4.624 2.404 -5.340
H -4.727 1.511 -6.900
C -3.887 -1.182 -6.305
H -4.379 -0.955 -7.263
H -4.139 -2.204 -5.986
H -2.797 -1.095 -6.415
C -7.173 1.226 -1.403
H -6.921 1.046 -0.348
H -8.255 1.097 -1.557
H -6.872 2.247 -1.679
C -7.162 -1.499 -2.020
H -6.815 -2.323 -2.657
H -8.239 -1.334 -2.172
H -6.970 -1.750 -0.968
Pb 0.836 0.447 0.295
C -0.691 -0.675 -2.329
C -0.808 0.657 -2.384
C -2.049 1.490 -2.261
C -2.380 1.952 -0.815
C -2.268 0.892 0.246
C -2.471 -0.421 0.082
C -2.946 -1.099 -1.165
C -1.803 -1.643 -2.064
C 0.667 -0.057 2.466
H 0.298 -1.146 -2.480
H 0.096 1.263 -2.557
H -2.917 1.021 -2.738
H -1.860 2.414 -2.831
H -1.694 2.776 -0.550
H -3.393 2.399 -0.818
H -2.007 1.282 1.247
H -2.261 -1.107 0.915
H -3.603 -0.447 -1.755
H -3.558 -1.969 -0.875
H -1.361 -2.534 -1.577
H -2.246 -1.987 -3.015
H 1.298 -0.901 2.780
H -0.406 -0.300 2.556
H 0.908 0.853 3.056
O 4.565 0.020 0.598
N 3.360 0.018 0.447
O 2.822 -0.732 -0.472
*
```

Output
HOMO-LUMO gap (alpha / beta) in eV: 5.03 / 4.97
Max |F| in eV/A: 2.96


[5]
Molecular formula: CH2O2S3
Method: DFT, ωB97M-V/def2-TZVPD

```
! RIJCOSX wB97M-V def2-TZVPD def2/J DEFGRID3
* xyz 0 3
C 0.437 0.683 -0.829
O 0.664 -0.440 -0.111
O 2.892 -0.690 -1.168
S 3.718 -0.136 1.446
S 1.318 2.107 -0.650
S 3.381 0.445 -0.405
H -0.314 0.531 -1.523
H 0.318 -1.158 -0.647
*
```

Output
Expectation value of S²: 2.014
HOMO-LUMO gap (alpha / beta) in eV: 6.74 / 5.94
Max |F| in eV/A: 3.51


[6]
Molecular formula: C13H18F15KNO15S5
Method: DFT, ωB97M-V/def2-TZVPD

```
! RIJCOSX wB97M-V def2-TZVPD def2/J DEFGRID3
* xyz -3 1
K -0.362 0.793 1.956
C 0.143 -3.962 -4.405
C -0.069 -3.181 -3.114
C 1.183 -2.400 -2.781
N 1.123 -1.709 -1.468
C 0.834 -2.688 -0.362
C 0.108 -0.580 -1.506
C 0.929 0.724 -1.627
C 2.346 0.277 -1.939
C 2.462 -1.023 -1.183
H -0.734 -4.562 -4.648
H 0.988 -4.655 -4.321
H 0.370 -3.319 -5.261
H -0.284 -3.891 -2.316
H -0.928 -2.524 -3.222
H 1.337 -1.593 -3.501
H 2.058 -3.052 -2.765
H 1.047 -2.198 0.583
H 1.476 -3.549 -0.531
H -0.220 -2.952 -0.390
H -0.342 -0.606 -0.526
H -0.632 -0.705 -2.283
H 0.878 1.129 -0.629
H 0.512 1.460 -2.308
H 3.060 1.033 -1.610
H 2.544 0.156 -3.012
H 2.506 -0.838 -0.113
H 3.226 -1.679 -1.590
C -3.647 -1.110 -0.786
F -4.956 -1.321 -0.955
F -3.075 -1.306 -2.015
F -3.461 0.157 -0.490
S -2.916 -2.249 0.481
O -1.841 -1.457 1.054
O -4.029 -2.551 1.339
O -2.451 -3.350 -0.355
C -3.132 3.285 -1.573
F -3.574 4.292 -2.343
F -4.068 3.043 -0.657
F -3.071 2.190 -2.375
S -1.481 3.667 -0.856
O -1.221 2.515 -0.023
O -0.683 3.730 -2.062
O -1.712 4.913 -0.178
C 2.663 4.430 0.754
F 3.750 4.873 0.080
F 2.363 5.376 1.653
F 1.663 4.353 -0.120
S 2.973 2.796 1.556
O 4.118 3.032 2.402
O 1.729 2.534 2.251
O 3.197 1.960 0.388
C 3.959 -0.976 3.885
F 3.655 -0.875 5.194
F 4.142 0.247 3.396
F 5.141 -1.646 3.797
S 2.637 -1.904 3.017
O 3.110 -2.008 1.642
O 2.646 -3.143 3.747
O 1.471 -1.070 3.186
C -4.023 2.026 3.013
F -4.351 1.069 2.134
F -3.188 2.866 2.402
F -5.148 2.712 3.295
S -3.284 1.335 4.545
O -3.213 2.501 5.404
O -4.253 0.334 4.938
O -2.001 0.820 4.104
*
```

Output
HOMO-LUMO gap in eV: 7.23
Max |F| in eV/A: 1.09